1.
{
  "formula": "C41H52BrMgN9O4SSb2",
  "method": "ωB97M-V/def2-TZVPD",
  "species": ["Mg", "C", "N", "C", "C", "N", "C", "C", "C", "C", "C", "C", "N", "C", "N", "C", "C", "C", "C", "C", "C", "N", "H", "H", "H", "H", "H", "H", "H", "H", "H", "H", "H", "H", "H", "H", "H", "C", "Sb", "C", "C", "C", "C", "C", "C", "C", "C", "C", "Sb", "C", "C", "H", "H", "H", "H", "H", "H", "H", "H", "H", "H", "H", "H", "H", "H", "H", "H", "H", "H", "H", "H", "C", "C", "S", "O", "O", "C", "C", "N", "C", "N", "C", "C", "N", "O", "O", "C", "H", "H", "H", "H", "H", "H", "H", "H", "H", "H", "H", "H", "H", "Br", "C", "C", "C", "C", "N", "C", "H", "H", "H", "H"],
  "coordinates": [[-0.9953, -0.1510, 0.5256], [-2.8908, 2.2055, -0.1714], [-2.6436, 0.8924, -0.7659], [-3.8745, 0.0886, -0.7723], [-3.6168, -1.2917, -0.2777], [-2.4518, -1.7230, 0.1448], [-2.6426, -3.0884, 0.4101], [-1.7532, -4.0782, 0.8165], [-2.2381, -5.3593, 0.9867], [-3.5854, -5.6700, 0.7539], [-4.4786, -4.7076, 0.3289], [-3.9738, -3.4251, 0.1592], [-4.5661, -2.2481, -0.2790], [-2.8561, 2.0306, 1.3148], [-2.1437, 1.0918, 1.8959], [-2.2998, 1.3020, 3.2696], [-1.7733, 0.6189, 4.3646], [-2.1075, 1.0723, 5.6232], [-2.9501, 2.1809, 5.8075], [-3.4801, 2.8686, 4.7361], [-3.1317, 2.4050, 3.4727], [-3.4706, 2.8430, 2.1974], [-2.1108, 2.8997, -0.4861], [-3.8483, 2.6372, -0.4814], [-2.3170, 0.9727, -1.7257], [-4.6396, 0.5656, -0.1555], [-4.2629, 0.0151, -1.7888], [-0.7079, -3.8660, 0.9716], [-1.5634, -6.1450, 1.2989], [-3.9270, -6.6853, 0.8988], [-5.5159, -4.9446, 0.1353], [-5.5199, -2.1306, -0.5792], [-1.1324, -0.2425, 4.2414], [-1.7164, 0.5626, 6.4930], [-3.1890, 2.4996, 6.8125], [-4.1310, 3.7209, 4.8756], [-4.0804, 3.6112, 1.9687], [2.0212, -0.8293, 3.5944], [0.5372, -1.8206, 2.4358], [-0.5726, -2.7892, 3.9873], [1.7210, -3.5003, 1.8018], [2.9208, -3.1209, 0.9864], [4.1379, -2.9403, 1.6479], [5.3057, -2.6728, 0.9588], [5.2723, -2.5840, -0.4244], [4.0722, -2.7465, -1.0896], [2.8781, -3.0072, -0.4115], [1.6333, -3.1944, -1.2336], [0.5911, -1.3821, -1.8320], [0.0608, -2.1580, -3.7472], [2.2884, -0.2808, -2.5057], [2.2929, -1.4457, 4.4501], [1.6399, 0.1292, 3.9451], [2.9055, -0.6652, 2.9809], [-0.3862, -3.8610, 3.9378], [-1.6397, -2.6110, 3.8730], [-0.2420, -2.4228, 4.9583], [1.0755, -4.1900, 1.2618], [2.0249, -4.0000, 2.7222], [4.1677, -3.0492, 2.7265], [6.2368, -2.5488, 1.4947], [6.1783, -2.3911, -0.9824], [4.0564, -2.6946, -2.1719], [0.9003, -3.8598, -0.7773], [1.9065, -3.6358, -2.1932], [0.9698, -2.5660, -4.1874], [-0.3324, -1.3754, -4.3920], [-0.6781, -2.9508, -3.6515], [2.8132, -0.8794, -3.2489], [2.9704, -0.0417, -1.6916], [1.9563, 0.6489, -2.9668], [2.1868, 5.1300, -3.3676], [3.5694, 5.3398, -2.7758], [3.9149, 4.3382, -1.3533], [5.2817, 4.5328, -0.9714], [3.4155, 3.0006, -1.5963], [2.8970, 5.0312, -0.0483], [2.9737, 4.1684, 1.2047], [2.3508, 2.8470, 1.0468], [1.0245, 2.6026, 0.9455], [0.7803, 1.3204, 0.6632], [2.0166, 0.7274, 0.5757], [2.9744, 1.6471, 0.8098], [4.3934, 1.4017, 0.7952], [4.7235, 0.3296, 0.3373], [5.1361, 2.2362, 1.2666], [0.0244, 3.6859, 1.1418], [2.0986, 5.6986, -4.2918], [1.3991, 5.4778, -2.6975], [2.0222, 4.0772, -3.5914], [3.7656, 6.3720, -2.4809], [4.3620, 5.0468, -3.4684], [1.8814, 5.1642, -0.4217], [3.3200, 6.0086, 0.1869], [2.4918, 4.6766, 2.0380], [4.0100, 4.0051, 1.4816], [2.1841, -0.3153, 0.3607], [0.4470, 4.5058, 1.7171], [-0.8277, 3.3075, 1.6956], [-0.3126, 4.0944, 0.1873], [-2.4170, 1.0472, -7.4123], [-2.7892, -0.1087, -5.9795], [-3.2598, -1.3920, -6.1976], [-3.5071, -2.1902, -5.0926], [-3.2716, -1.6762, -3.8291], [-2.8197, -0.4388, -3.6119], [-2.5885, 0.3271, -4.6778], [-3.4266, -1.7551, -7.2024], [-3.8711, -3.2013, -5.2109], [-3.4351, -2.2921, -2.9496], [-2.2167, 1.3305, -4.5019]],
  "forces_ev_per_a": [[-0.07, 0.15, -0.10], [-0.07, -0.02, -0.02], [0.10, 0.07, 0.00], [0.01, -0.07, 0.00], [0.06, 0.02, 0.02], [-0.14, -0.09, 0.02], [-0.05, 0.02, 0.00], [0.02, -0.01, 0.02], [-0.01, 0.01, 0.00], [0.01, 0.00, 0.00], [0.00, 0.00, 0.00], [-0.01, 0.02, -0.01], [0.00, -0.05, -0.04], [0.06, 0.05, -0.03], [-0.10, -0.02, 0.02], [0.03, 0.06, 0.02], [0.02, -0.02, 0.02], [-0.01, 0.01, 0.00], [0.00, -0.01, -0.01], [0.00, -0.01, 0.00], [0.00, 0.00, -0.02], [0.01, -0.01, 0.01], [0.05, -0.02, 0.04], [0.01, 0.02, -0.02], [-0.09, -0.09, -0.05], [0.02, -0.02, 0.06], [-0.05, 0.07, 0.01], [-0.09, 0.04, -0.02], [0.00, -0.01, 0.00], [0.00, 0.00, 0.00], [0.00, 0.00, 0.00], [0.00, -0.01, 0.01], [-0.02, 0.03, -0.01], [0.00, 0.00, 0.00], [0.00, 0.00, 0.00], [0.00, 0.00, 0.00], [0.00, 0.00, 0.01], [0.01, -0.02, 0.05], [-0.03, -0.02, 0.04], [0.01, -0.04, 0.01], [0.06, -0.04, -0.03], [-0.03, 0.01, -0.01], [0.01, -0.01, -0.01], [0.00, -0.01, 0.01], [0.01, 0.00, -0.01], [0.00, 0.00, 0.00], [0.01, 0.07, -0.01], [0.06, -0.06, 0.01], [0.22, -0.04, 0.02], [-0.05, 0.00, 0.01], [0.01, -0.02, -0.09], [-0.01, 0.00, 0.00], [0.01, 0.00, 0.00], [0.00, 0.00, -0.01], [0.00, 0.00, -0.01], [0.00, -0.01, 0.00], [0.00, 0.00, 0.00], [0.07, -0.02, 0.06], [0.02, 0.03, 0.01], [0.00, -0.01, 0.00], [0.00, 0.00, 0.00], [0.00, 0.01, 0.00], [0.00, -0.01, 0.00], [0.02, 0.03, 0.03], [-0.02, -0.03, 0.01], [0.00, 0.01, 0.00], [-0.01, 0.01, 0.01], [-0.01, 0.00, 0.01], [0.01, 0.03, -0.02], [0.00, -0.05, -0.10], [0.01, 0.02, 0.02], [-0.02, 0.00, 0.01], [0.06, 0.06, -0.02], [-0.07, 0.01, -0.05], [0.02, -0.03, 0.02], [0.00, 0.02, -0.05], [0.04, 0.11, 0.00], [0.04, -0.01, 0.07], [-0.04, -0.04, 0.03], [0.08, 0.04, -0.01], [0.04, 0.05, 0.04], [-0.06, -0.08, 0.04], [0.01, 0.01, -0.05], [0.00, -0.06, 0.11], [0.00, 0.02, -0.06], [-0.02, 0.00, -0.01], [-0.02, -0.03, 0.02], [0.01, 0.00, -0.01], [0.00, -0.01, 0.01], [0.00, 0.01, 0.00], [0.00, 0.00, 0.00], [-0.01, -0.01, 0.00], [-0.01, -0.08, 0.01], [-0.02, 0.02, -0.04], [-0.02, 0.00, -0.02], [0.00, 0.00, 0.00], [-0.04, -0.01, 0.07], [-0.01, 0.01, 0.00], [-0.05, -0.02, 0.02], [-0.01, -0.01, -0.01], [0.00, 0.00, -0.01], [0.01, 0.00, 0.02], [-0.01, -0.01, -0.02], [0.01, -0.02, 0.02], [0.04, 0.00, 0.06], [0.00, 0.09, -0.09], [0.04, 0.00, 0.00], [0.00, 0.00, 0.00], [0.00, 0.00, 0.00], [-0.02, 0.01, -0.01], [-0.02, 0.01, 0.01]],
  "lowdin_charge": [0.367, -0.111, -0.072, -0.111, -0.314, 0.088, -0.204, -0.035, -0.053, -0.058, 0.004, -0.175, 0.188, -0.337, 0.107, -0.198, -0.008, -0.054, -0.056, 0.004, -0.174, 0.193, 0.120, 0.139, 0.098, 0.141, 0.117, 0.034, 0.116, 0.116, 0.121, 0.180, 0.056, 0.115, 0.117, 0.122, 0.180, -0.280, 1.368, -0.293, -0.300, -0.288, -0.055, -0.071, -0.070, -0.054, -0.278, -0.290, 1.370, -0.302, -0.289, 0.025, 0.009, -0.002, 0.017, 0.006, 0.016, 0.037, 0.078, 0.116, 0.116, 0.117, 0.113, 0.041, 0.066, 0.020, -0.005, 0.008, 0.020, -0.012, 0.011, -0.108, -0.287, 0.653, -0.274, -0.303, -0.192, -0.113, 0.067, -0.283, 0.073, -0.139, -0.152, -0.307, 0.120, 0.117, 0.033, 0.087, 0.068, 0.073, 0.113, 0.117, 0.091, 0.124, 0.133, 0.118, 0.067, 0.091, 0.066, 0.091, 0.805, -0.683, -0.084, -0.038, -0.162, 0.040, -0.197, 0.118, 0.118, 0.104, 0.103],
  "total_energy_ha": -6039.7018,
  "orbital_gap_ha": 0.2936,
  "mol_weight_g_mol": 1114.72,
  "relative_energy_ev": 0.9146,
  "total_charge": 2,
  "lumo_energy_ev": -4.42,
  "homo_energy_ev": -12.413
}

2.
{
  "formula": "C5H5Cl2NO4PmSm",
  "method": "ωB97M-V/def2-TZVPD",
  "species": ["Pm", "Sm", "Cl", "Cl", "C", "C", "C", "O", "O", "O", "C", "C", "N", "O", "H", "H", "H", "H", "H"],
  "coordinates": [[-0.2772, -0.1002, -3.1738], [0.4475, 0.0348, -0.3540], [-0.9332, -1.7813, -1.4646], [-0.8028, 2.0460, -1.9831], [1.5610, 1.9078, 0.3631], [0.4335, -1.8516, -4.4772], [0.5249, 1.0914, -4.9514], [2.1260, 2.7731, 0.7915], [0.7358, -2.7601, -5.0623], [0.8762, 1.7484, -5.7892], [0.0545, 0.6267, 2.9285], [-0.6004, -0.5850, 2.5274], [-1.2571, -1.4704, 3.2594], [-0.5810, -0.9567, 1.1321], [-0.0874, 0.7256, 3.9982], [-0.3880, 1.5131, 2.4292], [1.1418, 0.5880, 2.7184], [-1.6756, -2.2880, 2.8783], [-1.2985, -1.2613, 4.2295]],
  "forces_ev_per_a": [[-4.16, 1.00, 0.03], [-1.27, -2.47, 3.42], [-0.51, -1.51, -0.51], [0.53, -0.15, 0.90], [2.80, 4.37, 1.79], [1.94, -4.58, -3.54], [2.08, 3.11, -4.71], [-0.63, -0.85, -0.52], [-0.49, 1.35, 0.88], [-0.52, -0.92, 1.19], [0.43, 1.01, 0.50], [-2.39, -4.76, -3.04], [2.41, 3.56, -1.54], [0.76, 2.01, 3.23], [0.27, 0.53, 0.33], [-0.03, -0.35, 0.31], [-0.33, -0.15, 0.28], [-0.48, -0.90, -0.37], [-0.40, -0.28, 1.36]],
  "lowdin_charge": [1.110, 1.375, 0.250, 0.138, -0.113, -0.087, -0.084, 0.306, 0.316, 0.320, 0.024, -0.285, 0.358, -0.372, 0.140, 0.136, 0.124, 0.172, 0.171],
  "total_energy_ha": -2734.1842,
  "orbital_gap_ha": [0.2977, 0.3176],
  "mol_weight_g_mol": 509.36,
  "relative_energy_ev": 0.1352,
  "total_charge": 4,
  "lumo_energy_ev": [-17.70, -17.21],
  "homo_energy_ev": [-25.797, -25.854],
  "s_squared": 24.77,
  "spin_multiplicity": 10
}